Below is a structure of composition C30H25BaClN7O2S in a non-equilibrium geometry, with properties calculated with wB97M-V/def2-TZVPD.

The geometry in XYZ format:
```
67
Properties=species:S:1:pos:R:3
Ba 0.1626 0.6968 -0.2703
C -3.5259 1.1178 2.0907
C -2.8185 1.0129 3.2768
C -1.5205 1.4963 3.3281
C -0.9659 2.0516 2.1814
N -1.6302 2.1020 1.0205
C -2.8830 1.6650 0.9916
C 0.4131 2.5906 2.1358
C 1.1257 3.0282 3.2455
C 2.4119 3.5043 3.0480
C 2.9508 3.5304 1.7714
C 2.1707 3.0726 0.7142
N 0.9366 2.6228 0.9164
C 2.6346 2.9682 -0.6912
C 3.8424 3.4959 -1.1329
C 4.2440 3.2590 -2.4372
C 3.4266 2.5087 -3.2659
C 2.2259 2.0470 -2.7514
N 1.8321 2.2694 -1.5047
H -4.5436 0.7616 2.0130
H -3.2678 0.5615 4.1515
H -0.9414 1.4264 4.2389
H -3.3905 1.7464 0.0363
H 0.6912 3.0086 4.2351
H 2.9976 3.8491 3.8895
H 3.9605 3.8832 1.6202
H 4.4623 4.0805 -0.4681
H 5.1873 3.6492 -2.7948
H 3.7098 2.2884 -4.2854
H 1.5557 1.4471 -3.3605
C -0.4888 -3.5142 -2.3372
C -0.2058 -2.0376 -2.2699
N 0.8102 -1.5407 -1.6745
N 1.7121 -2.3576 -1.0935
C 2.8316 -1.8727 -0.4758
N 3.6100 -2.8199 0.0780
S 3.2282 -0.2687 -0.4041
C -1.1510 -1.0810 -2.8948
C -2.0084 -1.4683 -3.9206
C -2.9308 -0.5565 -4.4116
C -2.9811 0.7096 -3.8543
C -2.0625 1.0218 -2.8645
N -1.1588 0.1648 -2.4074
H -0.3570 -3.9711 -1.3533
H 0.1834 -4.0054 -3.0460
H -1.5127 -3.7082 -2.6389
H 1.5326 -3.3514 -1.0373
H 3.4318 -3.8072 -0.0072
H 4.4660 -2.5178 0.5061
H -1.9530 -2.4611 -4.3440
H -3.6055 -0.8412 -5.2075
H -3.7069 1.4401 -4.1826
H -2.0559 2.0059 -2.4013
Cl -2.6165 -5.0046 4.1285
C -2.2221 -3.7402 3.0061
C -3.1410 -3.4131 1.9902
C -2.8598 -2.4237 1.0896
C -1.6353 -1.6919 1.1341
O -1.3651 -0.7838 0.2765
C -0.7249 -2.0343 2.1896
C 0.4934 -1.3129 2.3622
O 0.8990 -0.3769 1.6621
C -1.0448 -3.0609 3.1057
H -4.0742 -3.9592 1.9349
H -3.5652 -2.1601 0.3104
H 1.1148 -1.6376 3.2166
H -0.3401 -3.3039 3.8933
```

Results
* Kohn-Sham gap: 7.355 eV
* E_LUMO: -2.66 eV
* molar mass: 720.43 g mol⁻¹
* relative energy (zero: lowest compared OMol25 entry of this formula, charge and spin): 2.6404 eV
* net charge: +1

=====

Below is a cluster of 13 separate species, CH25O15 in total in a non-equilibrium geometry, with properties calculated with wB97M-V/def2-TZVPD.

The geometry in XYZ format:
```
41
Properties=species:S:1:pos:R:3
C -0.1187 -0.0975 0.2527
O -0.2597 1.0565 0.6597
O -0.0707 -0.3675 -1.0803
O 0.0603 -1.0485 1.0297
H -0.4067 0.3845 -1.5463
O 1.2063 2.9985 -0.0373
H 0.6803 2.1955 0.1717
H 1.8383 3.2225 0.6307
O -0.3507 -0.6395 3.7337
H -0.1937 0.2965 3.9987
H -0.4077 -0.7345 2.8047
O -1.2647 -2.2455 -3.3283
H -0.8377 -1.4255 -3.3153
H -1.2537 -2.5225 -4.2473
O 1.5673 -3.2315 1.3657
H 1.0883 -2.4505 1.5767
H 1.6573 -3.2115 0.4217
O -2.1937 -2.5745 0.6327
H -1.3527 -2.1495 0.7727
H -2.6947 -2.5805 1.4337
O 2.8093 -0.8605 -1.5783
H 1.9463 -0.5865 -1.8823
H 3.1473 -0.0725 -1.1253
O -2.4207 0.5075 2.3057
H -1.7117 0.6635 1.6857
H -3.0107 1.1815 1.9937
O 0.5133 -3.1375 -1.2053
H -0.3527 -3.4905 -1.4823
H 0.3463 -2.2205 -0.9563
O 1.7843 2.1175 -2.7083
H 1.8823 2.1595 -1.7583
H 2.3873 1.4465 -3.0693
O -1.8567 3.2125 1.1987
H -1.2187 2.5565 1.0457
H -1.7707 3.8315 0.4347
O -1.6017 1.8165 -2.0003
H -1.3937 2.7025 -1.7873
H -2.2537 1.4935 -1.3963
O 2.3223 0.7825 1.9137
H 1.4503 0.5295 1.5847
H 2.3073 0.4905 2.8567
```

Results
* Kohn-Sham gap: 9.312 eV
* E_LUMO: 2.52 eV
* molar mass: 277.20 g mol⁻¹
* relative energy (zero: lowest compared OMol25 entry of this formula, charge and spin): 1.7165 eV
* net charge: -1

=====

Below is a structure of composition C10H17BCl2F4O2Zr in a non-equilibrium geometry, with properties calculated with wB97M-V/def2-TZVPD.

The geometry in XYZ format:
```
37
Properties=species:S:1:pos:R:3
C -1.1339 1.6499 -0.6100
C -0.1870 2.4542 0.0735
C -0.0168 1.9139 1.3836
C 0.5282 3.6173 -0.4713
C -0.9194 0.8183 1.5217
C -1.6179 0.6721 0.2923
C -2.6603 -0.3324 -0.0062
C -1.5014 1.7907 -2.0342
C 0.9723 2.3630 2.3678
C -1.0846 -0.0016 2.7309
Zr 0.6565 -2.3874 -1.0282
Cl 2.0901 0.1521 -0.5623
Cl 0.5598 -1.5444 -3.3402
O 0.3675 -2.3675 0.9350
H 0.5833 3.5563 -1.5651
H 1.5463 3.6736 -0.0712
H 0.0125 4.5550 -0.2144
H 1.9613 2.4688 1.8976
H 1.0615 1.6378 3.1839
H 0.6992 3.3366 2.8034
H -0.1224 -0.1434 3.2343
H -1.4846 -0.9900 2.4800
H -1.7749 0.4737 3.4467
H -2.7384 -1.0647 0.8006
H -2.4297 -0.8828 -0.9267
H -3.6456 0.1470 -0.1286
H -0.6038 1.9734 -2.6386
H -2.1993 2.6251 -2.1913
H -1.9686 0.8716 -2.4035
H -0.2430 -2.9724 1.3927
O -1.1779 -2.8173 -1.2910
H -1.6705 -2.9057 -2.1280
F 2.1246 -3.7385 -1.4066
B 3.9124 -4.6049 -1.3834
F 4.1044 -4.5236 -0.0459
F 3.4612 -5.7617 -1.9164
F 4.5388 -3.7124 -2.1808
```

Results
* Kohn-Sham gap: 3.970 eV
* E_LUMO: 4.71 eV
* molar mass: 418.18 g mol⁻¹
* relative energy (zero: lowest compared OMol25 entry of this formula, charge and spin): 0.0000 eV
* net charge: -2